Density functional theory data (ωB97M-V/def2-TZVPD) for 3 unconnected molecules or ions with the total composition C13H12O8PS.

```
! RIJCOSX wB97M-V def2-TZVPD def2/J DEFGRID3
* xyz -1 1
C 5.19902 -0.44038 0.29805
P 6.64690 -0.96450 1.07190
S 8.42094 -0.01682 1.11018
H 5.09093 -0.84499 -0.70328
H 5.02634 0.63483 0.36634
H 6.77172 -2.29125 0.59271
H 6.41716 -1.32669 2.42301
C 2.15638 -2.68210 -0.95357
C 0.92197 -2.56137 -0.45172
C 0.05677 -1.33339 -0.68234
O -1.06701 -1.38522 -0.17638
C 0.56200 -0.22782 -1.43170
C 1.81127 -0.33537 -1.92583
C 2.65873 -1.59815 -1.76542
O 3.72814 -1.57465 -2.34163
O 2.42772 0.59828 -2.61523
O 0.31691 -3.48147 0.29655
H 2.79142 -3.53706 -0.77443
H -0.04145 0.66292 -1.53070
H 3.31768 0.22803 -2.81860
H -0.56411 -3.10418 0.50230
C -3.84119 2.94907 0.07084
C -5.12209 3.03727 0.45010
C -5.82746 1.93250 1.22780
O -6.99693 2.16369 1.50912
C -5.10187 0.74631 1.56875
C -3.81405 0.63720 1.18139
C -3.09889 1.75508 0.41878
O -1.91883 1.58778 0.18732
O -3.08246 -0.41678 1.44935
O -5.91799 4.06991 0.20743
H -3.33099 3.73430 -0.46887
H -5.60491 -0.03778 2.11679
H -2.21425 -0.39612 0.97631
H -6.77750 3.81894 0.61469
*
```

Values from the calculation:
E_HOMO, eV: -3.19
Frontier orbital gap, eV: 3.43
Total energy, hartree: -1844.0485

Charges per atom according to Löwdin partitioning, unit e:
1. C -0.457
2. P 0.081
3. S -0.183
4. H -0.091
5. H -0.062
6. H -0.062
7. H -0.083
8. C 0.077
9. C -0.229
10. C -0.285
11. O 0.037
12. C 0.068
13. C -0.215
14. C -0.316
15. O 0.077
16. O 0.126
17. O 0.097
18. H 0.137
19. H 0.123
20. H 0.127
21. H 0.111
22. C 0.067
23. C -0.238
24. C -0.320
25. O 0.076
26. C 0.060
27. C -0.222
28. C -0.301
29. O 0.113
30. O 0.118
31. O 0.101
32. H 0.133
33. H 0.132
34. H 0.092
35. H 0.113

Density functional theory data (ωB97M-V/def2-TZVPD) for a molecular structure, C13H13BN6O3PtS2.

```
! RIJCOSX wB97M-V def2-TZVPD def2/J DEFGRID3
* xyz -2 1
Pt -0.60911 0.38743 0.03485
B 1.71741 3.21096 -0.72835
N 2.16429 1.74525 -0.33411
C 3.44470 1.36073 -0.32106
C 3.53299 0.07063 0.17369
C 2.21429 -0.28111 0.44785
N 1.40792 0.73279 0.14212
N 0.21935 3.42350 -0.46100
C -0.35709 4.55137 -0.01887
C -1.72682 4.42291 -0.16354
C -1.89123 3.14115 -0.70606
N -0.70753 2.55609 -0.89352
H 1.96242 3.38155 -1.91049
H 2.33081 3.99666 -0.03093
H 4.21354 2.03786 -0.65772
H 4.41887 -0.52355 0.31952
H 1.80401 -1.18648 0.86083
H 0.23910 5.36235 0.36742
H -2.48839 5.13195 0.11636
H -2.79869 2.61798 -0.96876
S -5.29901 -0.02945 -0.44381
C -3.69103 -0.04327 -0.13911
N -2.55573 -0.07775 0.10855
S -0.18078 -1.22940 -1.75331
C -0.37822 -2.82491 -1.04867
C -0.26114 -3.95102 -1.88042
C -0.41818 -5.23795 -1.38619
C -0.69283 -5.44892 -0.03981
C -0.79754 -4.34456 0.79879
C -0.63912 -3.05478 0.31061
H -0.05215 -3.79732 -2.93424
H -0.33384 -6.08379 -2.06131
H -0.81542 -6.45369 0.34899
H -1.01006 -4.48456 1.85300
H -0.71534 -2.20451 0.97881
O -0.12921 1.05469 4.21103
N -0.31051 0.77768 3.01691
O -0.11451 -0.37739 2.58418
O -0.69620 1.67088 2.20774
*
```

Values from the calculation:
E_HOMO (alpha / beta), eV: -1.48 / -1.48
Frontier orbital gap (alpha / beta), eV: 6.32 / 6.32
Total energy, hartree: -1998.0037

Charges per atom according to Löwdin partitioning, unit e:
1. Pt 0.870
2. B -0.432
3. N -0.043
4. C -0.119
5. C -0.073
6. C -0.177
7. N -0.144
8. N -0.110
9. C -0.119
10. C -0.087
11. C -0.175
12. N -0.042
13. H 0.054
14. H 0.058
15. H 0.111
16. H 0.077
17. H 0.097
18. H 0.103
19. H 0.073
20. H 0.088
21. S 0.364
22. C -0.961
23. N -0.124
24. S 0.552
25. C -0.685
26. C -0.159
27. C -0.139
28. C -0.146
29. C -0.110
30. C -0.129
31. H 0.082
32. H 0.082
33. H 0.077
34. H 0.094
35. H 0.054
36. O -0.049
37. N -0.599
38. O -0.105
39. O -0.110

Density functional theory data (ωB97M-V/def2-TZVPD) for 2 unconnected molecules or ions with the total composition C13H13FNO2.

```
! RIJCOSX wB97M-V def2-TZVPD def2/J DEFGRID3
* xyz 1 1
O -3.62884 -2.57820 -0.14749
C -3.50723 -1.85877 -1.10788
O -4.23856 -0.69344 -1.18826
C -2.49503 -2.23909 -2.21700
C -1.13894 -2.30897 -1.51704
C -0.28540 -1.20644 -1.46947
C 0.91918 -1.36542 -0.76319
C 1.19386 -2.55689 -0.15721
N 0.35980 -3.59476 -0.24516
C -0.79705 -3.48941 -0.90343
H -3.77683 -0.05405 -0.62454
H -2.48097 -1.46587 -2.99629
H -2.75948 -3.19070 -2.69073
H -0.54692 -0.26188 -1.94505
H 1.57269 -0.49717 -0.71879
H 2.11002 -2.68689 0.41560
H 0.55885 -4.47824 0.21425
H -1.49253 -4.32463 -0.95465
F 1.34089 3.16153 -1.08480
C 1.52467 3.20226 0.25122
C 0.77970 2.36377 1.05541
C 0.96736 2.39667 2.43057
C 1.88976 3.27522 2.98159
C 2.62844 4.11610 2.15801
C 2.45028 4.07734 0.78216
H 0.05825 1.69226 0.60490
H 0.39416 1.73874 3.07093
H 2.03319 3.30468 4.05370
H 3.34442 4.80358 2.58805
H 3.02226 4.71870 0.12459
*
```

Values from the calculation:
E_HOMO, eV: -11.67
Frontier orbital gap, eV: 6.85
Total energy, hartree: -808.0328

Charges per atom according to Löwdin partitioning, unit e:
1. O 0.139
2. C -0.454
3. O 0.095
4. C -0.018
5. C -0.172
6. C 0.066
7. C 0.008
8. C -0.022
9. N 0.129
10. C 0.028
11. H 0.129
12. H 0.132
13. H 0.140
14. H 0.146
15. H 0.131
16. H 0.154
17. H 0.194
18. H 0.166
19. F 0.050
20. C -0.294
21. C -0.043
22. C -0.086
23. C -0.087
24. C -0.067
25. C -0.009
26. H 0.099
27. H 0.104
28. H 0.106
29. H 0.112
30. H 0.123

Density functional theory data (ωB97M-V/def2-TZVPD) for 2 unconnected molecules or ions with the total composition C13H13IP.

```
! RIJCOSX wB97M-V def2-TZVPD def2/J DEFGRID3
* xyz 1 1
C -0.05515 -3.83391 -1.52860
C 1.60105 2.97253 -1.54138
C 0.88214 -2.79028 -1.54109
C -1.38625 -3.61606 -1.04715
C 1.43597 3.17616 -0.21012
C 0.98556 2.02260 -2.30444
C 0.62529 -1.65960 -0.79465
C -1.63695 -2.45000 -0.38803
C 0.54275 2.33354 0.44046
C 0.04812 1.22994 -1.66042
C -0.68964 -1.45403 -0.37903
C -0.10243 1.32716 -0.29745
C -1.54299 1.07756 3.56919
P -1.15307 0.04846 0.50348
I -3.31410 0.61723 -0.25109
H 0.26145 -4.78208 -2.09404
H 2.33765 3.67072 -2.09363
H 1.83006 -3.13469 -2.02764
H -2.16454 -4.43536 -1.22232
H 2.00824 3.90180 0.39771
H 1.01659 1.77701 -3.34106
H 1.36684 -0.84858 -0.65379
H -2.57314 -2.13847 -0.10628
H 0.43437 2.53469 1.40096
H -0.41444 0.34798 -2.21464
H -1.10999 2.00842 3.38334
H -1.01303 0.37468 4.11534
H -2.57724 1.03811 3.72607
*
```

Values from the calculation:
E_HOMO (alpha / beta), eV: -12.67 / -12.64
Frontier orbital gap (alpha / beta), eV: 8.35 / 5.80
Total energy, hartree: -1141.8301

Charges per atom according to Löwdin partitioning, unit e:
1. C -0.035
2. C -0.087
3. C -0.061
4. C -0.037
5. C -0.057
6. C -0.052
7. C -0.083
8. C -0.156
9. C -0.068
10. C -0.142
11. C -0.474
12. C -0.465
13. C 0.186
14. P 0.712
15. I 0.684
16. H 0.142
17. H 0.150
18. H 0.133
19. H 0.145
20. H 0.135
21. H 0.114
22. H 0.128
23. H 0.018
24. H 0.048
25. H 0.136
26. H -0.011
27. H -0.007
28. H 0.003

Density functional theory data (ωB97M-V/def2-TZVPD) for a single C13H13N molecule.

```
! RIJCOSX wB97M-V def2-TZVPD def2/J DEFGRID3
* xyz 0 1
C 4.13870 0.55483 0.15198
C 4.07017 -0.92567 0.13827
C 2.79187 -1.37410 0.04169
C 1.57890 -0.71885 -0.07052
N 0.48057 -1.36774 -0.36931
C -0.61998 -0.72239 -0.14310
C -0.62713 0.77147 -0.03724
C 0.56470 1.42124 -0.27357
C 1.78338 0.67213 -0.13342
C 2.99936 1.28453 -0.10605
C -2.07694 1.45177 0.01831
C -3.22631 0.59761 0.39210
C -3.18207 -0.90418 -0.21096
C -1.85218 -1.56186 0.01015
H 5.13706 0.99265 -0.01436
H 5.01586 -1.66462 0.19134
H 2.40317 -2.45512 0.51413
H 0.50281 2.47944 -0.40074
H 2.93646 2.38248 -0.25972
H -2.16487 2.00660 -0.86561
H -1.87455 2.18222 0.92736
H -4.12796 1.19166 -0.18643
H -3.33008 0.38979 1.31552
H -4.00300 -1.45905 0.43078
H -3.64989 -0.86808 -1.31065
H -1.77701 -2.03754 0.98608
H -1.89103 -2.31922 -0.73604
*
```

Values from the calculation:
SMILES: c1ccc2nc3c(cc2c1)CCCC3
E_HOMO, eV: -8.53
Frontier orbital gap, eV: 8.88
Total energy, hartree: -557.8030

Charges per atom according to Löwdin partitioning, unit e:
1. C -0.071
2. C -0.074
3. C -0.088
4. C -0.303
5. N 0.161
6. C -0.195
7. C -0.079
8. C 0.031
9. C -0.188
10. C -0.072
11. C -0.156
12. C -0.197
13. C -0.188
14. C -0.159
15. H 0.097
16. H 0.146
17. H 0.168
18. H 0.113
19. H 0.128
20. H 0.084
21. H 0.151
22. H 0.166
23. H 0.022
24. H 0.131
25. H 0.140
26. H 0.127
27. H 0.105

Density functional theory data (ωB97M-V/def2-TZVPD) for a gas-phase ion, C13H13N2 (charge +1).

```
! RIJCOSX wB97M-V def2-TZVPD def2/J DEFGRID3
* xyz 1 1
C 0.14305 -1.20669 -3.30757
C -0.02031 -1.59661 -2.01428
C 0.08080 0.17264 -3.57500
C -0.11590 -0.69178 -0.99695
C -0.14442 0.63958 -1.36090
C 0.55969 2.18476 2.51978
C 0.17089 0.87446 2.25471
C 0.91768 2.94516 1.34052
C -0.35900 1.58777 -0.08319
C -0.26203 -0.86091 0.47667
C -0.22004 0.59391 0.97385
C -1.61716 -1.40256 1.00188
C 0.95622 -1.48175 1.10329
N -0.13001 0.99552 -2.59475
N 0.46670 2.63897 0.17121
H 0.17001 -1.82071 -4.10037
H -0.03197 -2.64200 -1.58538
H 0.16199 0.53858 -4.51007
H 0.83918 2.71893 3.45416
H 0.20265 0.27507 3.11912
H 1.47495 3.84933 1.22503
H -1.37503 1.93758 -0.21414
H -1.79222 -2.43701 0.39491
H -2.41796 -0.83536 0.76849
H -1.64815 -1.76646 1.98102
H 0.86117 -2.07090 2.07364
H 1.84723 -0.84600 1.16981
H 1.28200 -2.29354 0.31451
*
```

Values from the calculation:
E_HOMO, eV: -13.00
Frontier orbital gap, eV: 6.58
Total energy, hartree: -612.2912

Charges per atom according to Löwdin partitioning, unit e:
1. C 0.012
2. C 0.005
3. C -0.064
4. C -0.143
5. C -0.135
6. C 0.114
7. C 0.022
8. C -0.063
9. C -0.175
10. C -0.433
11. C -0.032
12. C 0.034
13. C -0.024
14. N 0.145
15. N 0.153
16. H 0.080
17. H 0.152
18. H 0.089
19. H 0.151
20. H 0.133
21. H 0.127
22. H 0.215
23. H 0.160
24. H 0.051
25. H 0.070
26. H 0.121
27. H 0.102
28. H 0.131

Density functional theory data (ωB97M-V/def2-TZVPD) for a single C13H13N3O3S molecule.

```
! RIJCOSX wB97M-V def2-TZVPD def2/J DEFGRID3
* xyz 0 1
C -1.08134 -2.48869 -1.20772
N -1.37236 -1.88907 0.06051
C -0.84443 -2.15396 1.28789
N -1.36523 -1.37878 2.18888
N -2.25931 -0.58233 1.58951
C -2.26272 -0.88621 0.32025
S -3.18243 -0.11188 -0.93141
C -3.35692 1.52942 -0.17210
C -2.10518 2.07540 0.50767
O -2.22752 2.85286 1.41946
C -0.79167 1.60629 0.01478
C -0.52638 1.35787 -1.33247
C 0.70429 0.86515 -1.71202
C 1.68193 0.59075 -0.76101
C 1.41772 0.83112 0.59377
C 0.19312 1.36204 0.96611
O 2.33299 0.55086 1.57037
C 3.38055 -0.28637 1.13741
C 3.90484 0.18130 -0.21929
O 2.88306 0.09710 -1.19051
H -1.86564 -3.19575 -1.48707
H -1.02535 -1.70905 -1.96899
H -0.12857 -3.01164 -1.14736
H -0.10516 -2.90596 1.46954
H -3.65458 2.19633 -0.98407
H -4.15676 1.49181 0.56813
H -1.26581 1.57557 -2.08688
H 0.93887 0.68255 -2.74877
H -0.00951 1.54040 2.00973
H 4.15606 -0.23352 1.90241
H 3.02095 -1.32138 1.05018
H 4.71998 -0.45162 -0.57254
H 4.25250 1.21938 -0.13438
*
```

Values from the calculation:
SMILES: Cn1cnnc1SCC(=O)c1ccc2c(c1)OCCO2
E_HOMO, eV: -8.48
Frontier orbital gap, eV: 8.92
Total energy, hartree: -1291.3299

Charges per atom according to Löwdin partitioning, unit e:
1. C -0.033
2. N -0.096
3. C -0.160
4. N 0.027
5. N 0.035
6. C -0.652
7. S 0.977
8. C -0.355
9. C -0.429
10. O 0.116
11. C -0.196
12. C -0.071
13. C 0.005
14. C -0.198
15. C -0.188
16. C 0.073
17. O -0.017
18. C -0.148
19. C -0.145
20. O -0.024
21. H 0.097
22. H 0.076
23. H 0.097
24. H 0.119
25. H 0.091
26. H 0.090
27. H 0.102
28. H 0.123
29. H 0.142
30. H 0.134
31. H 0.135
32. H 0.133
33. H 0.140

Respective maximum force values: 0.0095, 0.0252, 0.0320, 0.1041, 0.1873, 0.1236, 0.0245 hartree/bohr.